Density functional theory data (the ωB97M-V functional and the def2-TZVPD basis) for one molecule with the formula C6H8 at a distorted geometry.

LUMO energy: 1.2 eV
Multiplicity: 1
Maximum force: 3.56 eV/Å
SMILES string: C[C@H]1CC12C=C2
HOMO energy: -7.5 eV
Calculated total energy: -6347.18135 eV

Positions of all 14 atoms, in Å:
C  -1.9872  0.9405  -0.4700
C  -2.2283  -0.1634  -1.1438
C  -0.4096  -1.0173  0.8188
C  0.6105  -0.5243  -0.2270
C  -1.1121  -0.2095  -0.1918
C  1.5318  0.6137  0.1014
H  -2.2155  1.9600  -0.2745
H  -2.8115  -0.6934  -1.8570
H  -0.6062  -2.0837  0.8078
H  -0.3047  -0.6362  1.8298
H  0.9078  -1.2376  -0.9748
H  1.8911  0.5439  1.1294
H  1.0428  1.5810  -0.0127
H  2.3978  0.5963  -0.5546